Entry A
Here is a 2-piece molecular cluster, C3H3N2O3 overall from the OMol25 dataset. Energies are from ωB97M-V with the def2-TZVPD basis set.

Kohn-Sham gap in Ha: 0.30139
Total charge: -1
LUMO level in eV: 4.0
Molar mass in g/mol: 115.07

Cartesian coordinates (Å):
C  -0.06391  -1.40319  0.07388
C  2.51442  0.83284  1.15383
C  1.85262  1.04165  -0.06783
N  1.56866  -0.06504  0.79261
N  0.75901  -1.09144  1.07917
O  0.04041  -1.20308  -1.13820
O  1.37861  1.49096  -1.11515
O  -2.64782  1.10996  -0.41732
H  -0.90886  -2.13546  0.37733
H  -2.77951  0.29453  -0.00181
H  -1.71363  1.12828  -0.73651

=====

Entry B
Here is a 2-piece molecular cluster, C3H3N2O3 overall from the OMol25 dataset. Energies are from ωB97M-V with the def2-TZVPD basis set.

Kohn-Sham gap in Ha: 0.25773
Total charge: -1
LUMO level in eV: 4.1
Molar mass in g/mol: 115.07

Cartesian coordinates (Å):
C  0.93153  -1.30439  -0.12094
C  0.52849  -0.08807  0.07548
C  0.63550  1.14229  0.66255
N  -2.07356  1.28941  -1.86237
N  -2.04369  0.88446  -0.82397
O  -0.14817  1.26373  1.85124
O  1.20041  2.15216  0.25178
O  0.27224  -2.22243  -0.96093
H  1.79885  -1.80660  0.31622
H  -0.62671  0.43484  1.95164
H  -0.47489  -1.74539  -1.34070

=====

Quick one: least stable of them? entry A

=====

Entry A
Here is C2H7N3 in the gas phase from the OMol25 dataset. Energies are from ωB97M-V with the def2-TZVPD basis set.

Kohn-Sham gap in Ha: 0.35511
Total charge: 0
LUMO level in eV: 0.9
Molar mass in g/mol: 73.10
SMILES: C/N=C\NN

Cartesian coordinates (Å):
C  1.23015  -0.25313  0.99726
N  0.64146  -1.25590  -0.02739
C  -0.32868  -0.84233  -0.75255
N  -0.71755  0.48764  -0.78494
N  -0.77546  1.40997  0.24054
H  0.57820  0.11243  1.84626
H  1.52912  0.65403  0.49796
H  2.08683  -0.63215  1.48185
H  -0.83570  -1.38932  -1.49653
H  -1.35356  0.71876  -1.49160
H  -1.61085  1.07764  0.89773
H  0.15798  1.53938  0.79854

=====

Entry B
Here is C2H7N3 in the gas phase from the OMol25 dataset. Energies are from ωB97M-V with the def2-TZVPD basis set.

Kohn-Sham gap in Ha: 0.35222
Total charge: 0
LUMO level in eV: 1.1
Molar mass in g/mol: 73.10
SMILES: NN1CCN1

Cartesian coordinates (Å):
N  1.94247  -0.27754  0.01438
N  0.80299  -0.28114  -0.68013
C  -0.19442  0.78096  -0.47714
C  -1.37916  -0.16296  -0.23554
N  -0.53594  -1.31926  -0.22017
H  1.74524  -0.20824  1.06510
H  2.63769  -0.87776  -0.49003
H  -0.35359  1.36827  -1.36187
H  -0.07982  1.63869  0.22039
H  -1.82945  -0.01891  0.71498
H  -1.99990  -0.20306  -1.09397
H  -0.29461  -1.58335  0.78392

=====

Entry C
Here is C2H7N3 in the gas phase from the OMol25 dataset. Energies are from ωB97M-V with the def2-TZVPD basis set.

Kohn-Sham gap in Ha: 0.37434
Total charge: 0
LUMO level in eV: 1.0
Molar mass in g/mol: 73.10
SMILES: [H]/N=C(/C)NN

Cartesian coordinates (Å):
H  0.57785  1.94886  -0.01634
N  -0.37809  1.55907  0.00148
C  -0.35292  0.27558  -0.01672
C  -1.67164  -0.45501  -0.01746
N  0.75777  -0.55271  -0.05908
N  2.06945  -0.12103  -0.00097
H  -1.51433  -1.55635  -0.16902
H  -2.20924  -0.37927  0.95750
H  -2.34137  -0.03200  -0.80054
H  0.62565  -1.54711  0.12747
H  2.22450  0.44017  -0.83698
H  2.21238  0.41980  0.83065

=====

Quick one: least stable of them? entry B

=====

Entry A
Here is a 2-piece molecular cluster, C5H13N overall from the OMol25 dataset. Energies are from ωB97M-V with the def2-TZVPD basis set.

Kohn-Sham gap in Ha: 0.34685
Total charge: 0
LUMO level in eV: 1.0
Molar mass in g/mol: 87.17
SMILES: CN(C)C.C=C

Cartesian coordinates (Å):
C  -0.29349  -1.03649  2.47840
N  -0.90707  0.21445  2.89630
C  -2.27771  -0.02146  3.32247
C  -0.14239  0.80499  3.98373
H  -0.86752  -1.46549  1.63991
H  -0.26109  -1.77511  3.29693
H  0.73757  -0.84426  2.13697
H  -2.33133  -0.71609  4.17759
H  -2.74108  0.93524  3.61676
H  -2.85467  -0.44896  2.48523
H  -0.10344  0.14619  4.86750
H  0.88889  0.99992  3.64452
H  -0.60262  1.76291  4.27900
C  0.56854  1.48008  1.19988
C  1.82478  1.13881  1.49136
H  -0.27527  1.08025  1.77375
H  0.34458  2.17001  0.37826
H  2.04875  0.44888  2.31298
H  2.66859  1.53864  0.91749

=====

Entry B
Here is C5H13N in the gas phase from the OMol25 dataset. Energies are from ωB97M-V with the def2-TZVPD basis set.

Kohn-Sham gap in Ha: 0.37467
Total charge: 0
LUMO level in eV: 1.0
Molar mass in g/mol: 87.17
SMILES: CCC(C)(C)N

Cartesian coordinates (Å):
C  -1.85394  -0.02595  -1.03663
C  -1.13280  -0.30586  0.27631
C  0.40739  -0.14236  0.24761
C  0.92157  0.00515  1.68833
C  0.86474  1.06891  -0.57788
N  1.01135  -1.35365  -0.32452
H  -1.41873  -0.58121  -1.87173
H  -1.82531  1.04306  -1.27327
H  -2.90829  -0.30889  -0.95180
H  -1.56183  0.35518  1.04027
H  -1.38346  -1.32683  0.59714
H  2.01431  0.08846  1.72144
H  0.63133  -0.85037  2.30898
H  0.51191  0.90843  2.15607
H  1.94975  1.21197  -0.50850
H  0.62623  0.95204  -1.64151
H  0.38509  1.98836  -0.22531
H  2.02805  -1.26671  -0.32705
H  0.73265  -1.45973  -1.29795

=====

Entry C
Here is a 2-piece molecular cluster, C5H13N overall from the OMol25 dataset. Energies are from ωB97M-V with the def2-TZVPD basis set.

Kohn-Sham gap in Ha: 0.26740
Total charge: 0
LUMO level in eV: 0.7
Molar mass in g/mol: 87.17

Cartesian coordinates (Å):
C  -1.62553  -0.08939  0.12724
C  0.55394  -1.69736  -1.32950
C  -0.32359  0.49805  -0.33879
C  -0.24625  1.60772  -1.10125
H  -1.49616  -1.08576  0.54791
H  -2.09393  0.53874  0.89246
H  1.32129  -1.37734  -2.03975
H  -0.36734  -1.79702  -1.90237
H  0.82366  -2.69031  -0.95096
H  -2.30137  -0.17295  -0.72124
H  -1.09306  1.91299  -1.69636
H  0.70082  2.07704  -1.33295
C  0.69425  0.52837  1.99078
N  0.82596  0.19462  0.54940
H  1.64610  0.65507  0.16130
H  1.00043  -0.92061  0.11502
H  1.63016  0.30232  2.49920
H  -0.10839  -0.06899  2.41627
H  0.45899  1.58482  2.11359

=====

Entry D
Here is C5H13N in the gas phase from the OMol25 dataset. Energies are from ωB97M-V with the def2-TZVPD basis set.

Kohn-Sham gap in Ha: 0.38229
Total charge: 0
LUMO level in eV: 1.2
Molar mass in g/mol: 87.17
SMILES: CC[C@@H](C)CN

Cartesian coordinates (Å):
C  1.67515  -1.30059  0.93432
C  0.25882  -0.74693  0.85157
C  0.06441  0.29295  -0.27203
C  0.41117  -0.28048  -1.64913
C  -1.38078  0.82960  -0.28811
N  -1.66777  1.64173  0.89084
H  1.85744  -2.03528  0.14369
H  1.82620  -1.80607  1.89371
H  2.42090  -0.50433  0.84908
H  0.01789  -0.28739  1.81738
H  -0.44034  -1.58203  0.71809
H  0.74687  1.13378  -0.08749
H  1.46758  -0.56069  -1.70760
H  0.23461  0.46461  -2.43285
H  -0.19308  -1.16411  -1.87768
H  -1.54784  1.44363  -1.18018
H  -2.09211  -0.00325  -0.32786
H  -1.04536  2.44850  0.90471
H  -2.61376  2.01633  0.81955

=====

Quick one: least stable of them? entry C

=====

Entry A
Here is C5H13N in the gas phase from the OMol25 dataset. Energies are from ωB97M-V with the def2-TZVPD basis set.

Kohn-Sham gap in Ha: 0.33583
Total charge: 0
LUMO level in eV: 1.1
Molar mass in g/mol: 87.17
SMILES: CC(C)N(C)C

Cartesian coordinates (Å):
C  1.15609  -0.86347  -1.00794
C  0.11250  0.20347  -0.74106
C  -1.18175  -0.02929  -1.58125
N  -0.17876  0.53209  0.65429
C  0.99617  1.01303  1.39153
C  -1.00309  -0.39404  1.40086
H  1.31348  -0.94136  -2.08777
H  0.83032  -1.79261  -0.54167
H  2.15318  -0.54916  -0.70210
H  0.37657  1.19829  -1.13495
H  -2.01759  -0.48755  -1.05029
H  -1.66309  0.95331  -1.70911
H  -0.93931  -0.32641  -2.59697
H  0.63348  1.44138  2.31866
H  1.61428  0.15884  1.68994
H  1.49474  1.66892  0.68863
H  -1.60601  0.19844  2.10734
H  -0.37210  -1.01368  2.07066
H  -1.71911  -0.97020  0.83119

=====

Entry B
Here is C5H13N in the gas phase from the OMol25 dataset. Energies are from ωB97M-V with the def2-TZVPD basis set.

Kohn-Sham gap in Ha: 0.34616
Total charge: 0
LUMO level in eV: 1.1
Molar mass in g/mol: 87.17
SMILES: CC(C)N(C)C

Cartesian coordinates (Å):
C  -1.20550  0.53476  0.96375
C  0.01607  0.79203  0.00400
C  -0.46284  1.50370  -1.23933
N  0.79476  -0.45120  -0.27452
C  1.61350  -0.78125  0.87863
C  -0.02682  -1.55037  -0.74820
H  -1.67803  1.50739  1.10789
H  -1.96319  -0.09341  0.49476
H  -0.83344  0.03553  1.85251
H  0.62404  1.42719  0.63536
H  -0.94239  2.43142  -0.93063
H  -1.20455  0.89411  -1.76132
H  0.30724  1.67297  -1.99380
H  2.31794  0.05265  1.00551
H  2.10085  -1.73399  0.70905
H  1.19208  -0.72751  1.90272
H  -0.60199  -1.21716  -1.60969
H  0.67834  -2.35060  -0.99481
H  -0.72606  -1.94626  -0.00189

=====

Quick one: least stable of them? entry A

=====

Entry A
Here is C5H13N in the gas phase from the OMol25 dataset. Energies are from ωB97M-V with the def2-TZVPD basis set.

Kohn-Sham gap in Ha: 0.34490
Total charge: 0
LUMO level in eV: 1.2
Molar mass in g/mol: 87.17
SMILES: CC[C@@H](C)NC

Cartesian coordinates (Å):
C  -0.06171  2.30357  0.10329
C  -0.86267  1.08325  0.51982
C  -0.06866  -0.22214  0.53508
C  -1.06307  -1.38957  0.71761
N  0.59993  -0.35962  -0.73446
C  1.59397  -1.36523  -1.01779
H  0.79164  2.55601  0.74461
H  -0.65679  3.21261  0.15300
H  0.32006  2.25049  -0.90809
H  -1.24708  1.32590  1.50598
H  -1.75802  0.99988  -0.09491
H  0.69069  -0.22266  1.31474
H  -0.55048  -2.33986  0.63530
H  -1.70561  -1.40200  1.60483
H  -1.73651  -1.39308  -0.14347
H  0.07139  -0.13368  -1.55953
H  1.29450  -2.36492  -0.71427
H  2.57032  -1.14764  -0.57484
H  1.77811  -1.39133  -2.08688

=====

Entry B
Here is C5H13N as an isolated structure from the OMol25 dataset. Energies are from ωB97M-V with the def2-TZVPD basis set.

Kohn-Sham gap in Ha: 0.29758
Total charge: 0
LUMO level in eV: 0.8
Molar mass in g/mol: 87.17

Cartesian coordinates (Å):
C  -1.44672  0.20731  1.66267
C  0.88212  -0.99116  1.02415
N  -0.35246  0.32226  0.70662
H  -0.46142  1.22438  0.23646
H  -1.24964  -0.47887  2.48736
H  -1.60744  1.19319  2.10426
H  1.53918  -0.87671  1.89098
H  0.19864  -1.81118  1.27754
H  1.58083  -1.61056  0.45416
H  -2.35584  -0.13035  1.15916
C  -0.63156  -0.45028  -1.31782
C  1.09440  0.22607  -0.87910
C  1.15306  1.39968  -1.65356
H  2.08662  0.26183  -0.38715
H  -0.39588  -0.73229  -2.34544
H  -1.52125  0.17174  -1.43672
H  -0.87893  -1.44174  -0.93363
H  0.24831  1.93782  -1.92666
H  2.11797  1.57888  -2.12328

=====

Entry C
Here is C5H13N in the gas phase from the OMol25 dataset. Energies are from ωB97M-V with the def2-TZVPD basis set.

Kohn-Sham gap in Ha: 0.34817
Total charge: 0
LUMO level in eV: 1.2
Molar mass in g/mol: 87.17
SMILES: CC[C@H](C)NC

Cartesian coordinates (Å):
C  2.29936  0.02682  0.94195
C  1.23002  -0.64408  0.07105
C  -0.00784  0.18286  -0.10241
C  -0.90117  0.08563  1.12122
N  -0.67911  -0.18969  -1.33370
C  -1.97351  0.38569  -1.53057
H  1.84818  0.35149  1.87968
H  3.02717  -0.73057  1.18433
H  2.72425  0.88847  0.42354
H  0.96915  -1.59620  0.54588
H  1.71300  -0.83888  -0.89180
H  0.25775  1.25447  -0.14595
H  -1.76811  0.72860  0.97136
H  -0.30915  0.37217  1.98366
H  -1.20833  -0.93670  1.30116
H  -0.44667  -1.11606  -1.63657
H  -2.68352  0.01822  -0.79413
H  -1.87334  1.46836  -1.41463
H  -2.21813  0.28937  -2.57410

=====

Quick one: least stable of them? entry B